{"formula": "C3H6O3", "method": "wB97M-V/def2-TZVPD", "e_above_lowest_kj_mol": 365.0, "symbols": ["C", "C", "C", "O", "O", "O", "H", "H", "H", "H", "H", "H"], "coordinates": [[-0.0585, -0.0796, -0.4003], [0.5875, 0.3303, 0.8324], [-0.0879, 0.8157, -1.4296], [-0.0646, -1.4524, -0.6433], [-1.2211, -0.1989, 1.2030], [1.4814, -0.5017, 1.3586], [-0.7193, -1.8127, -0.0189], [-1.8262, 0.4875, 0.8914], [1.4364, -1.3307, 0.8354], [0.7534, 1.3796, 1.0528], [-0.3776, 0.4949, -2.4210], [0.0965, 1.8681, -1.2603]], "forces_ev_per_a": [[2.54, 1.15, -3.27], [-1.51, -1.55, -0.01], [-0.57, -1.12, 0.70], [-0.20, 0.53, 0.43], [0.78, 0.25, 1.54], [-0.90, 0.50, -0.08], [0.10, 0.15, -0.12], [0.28, 0.17, 0.16], [-0.10, 0.17, 0.20], [-0.38, -0.20, 0.32], [-0.18, 0.05, 0.07], [0.14, -0.10, 0.07]]}

{"formula": "C3H6O3", "method": "wB97M-V/def2-TZVPD", "e_above_lowest_kj_mol": 902.1, "symbols": ["C", "C", "C", "O", "O", "O", "H", "H", "H", "H", "H", "H"], "coordinates": [[-0.7663, 1.0442, 0.6648], [0.4380, -0.0507, 0.5099], [0.2895, -1.3391, 0.8698], [-0.1062, 0.2213, -1.3189], [-0.9268, 1.7058, -0.4941], [0.1841, -0.3888, -2.5334], [1.0718, -0.0415, -2.7369], [-1.6578, 0.4847, 0.9837], [-0.3892, 1.6960, 1.4664], [1.4224, 0.4043, 0.4937], [1.1250, -1.9233, 1.2368], [-0.6844, -1.8130, 0.8582]], "forces_ev_per_a": [[0.13, -0.39, -0.54], [0.01, -0.54, 0.83], [0.01, 0.71, -0.03], [-0.16, -0.51, -0.08], [0.17, -0.10, -0.25], [0.01, 0.82, 0.49], [-0.22, -0.02, -0.10], [0.08, 0.05, -0.01], [0.01, -0.03, -0.15], [-0.05, -0.04, -0.01], [0.01, 0.02, -0.15], [0.00, 0.03, 0.01]]}

{"formula": "C3H6O3", "method": "wB97M-V/def2-TZVPD", "e_above_lowest_kj_mol": 111.6, "smiles": "C[C@@H](O)C(=O)O", "symbols": ["C", "C", "O", "C", "O", "O", "H", "H", "H", "H", "H", "H"], "coordinates": [[1.1610, -0.6804, -0.3758], [0.2276, 0.2411, 0.4143], [0.7099, 1.6253, 0.5309], [-1.3807, 0.2863, 0.0962], [-2.0078, 1.2538, -0.1943], [-1.8293, -0.9988, 0.1573], [1.0024, -1.6865, -0.3260], [1.4683, -0.4342, -1.4843], [2.1488, -0.5371, 0.0596], [0.2195, -0.0610, 1.4617], [1.0632, 2.0607, -0.2709], [-2.7829, -1.0691, -0.0686]], "forces_ev_per_a": [[1.94, 3.29, -1.95], [-1.18, 2.07, -0.22], [-0.13, -1.02, -0.23], [2.45, -0.83, -0.73], [-0.24, -0.21, 0.21], [-0.56, 0.29, -0.02], [-1.08, -2.64, 0.23], [-1.51, -0.08, 1.81], [0.05, 0.03, 0.50], [0.20, -0.29, -0.03], [-0.60, -1.00, 0.26], [0.66, 0.40, 0.17]]}

{"formula": "C3H6O3", "method": "wB97M-V/def2-TZVPD", "e_above_lowest_kj_mol": 248.7, "smiles": "COC(=O)C=O.[H][H]", "symbols": ["C", "O", "C", "O", "C", "O", "H", "H", "H", "H", "H", "H"], "coordinates": [[2.1685, -0.2907, 0.1826], [0.8297, -0.3390, 0.6802], [-0.1094, 0.1221, -0.1470], [0.0541, 0.4683, -1.2880], [-1.4043, 0.1445, 0.6615], [-1.8739, 1.1735, 1.0745], [2.2718, -0.9454, -0.6859], [2.4217, 0.7358, -0.0971], [2.7913, -0.6328, 1.0086], [-1.8420, -0.8519, 0.8695], [-2.5066, -0.0776, -1.3147], [-2.8007, 0.4934, -0.9442]], "forces_ev_per_a": [[0.33, -0.03, -0.08], [-0.04, 0.04, -0.04], [0.15, 0.18, -0.25], [-0.08, -0.16, 0.63], [-0.27, 0.52, 0.42], [0.40, -0.55, 0.06], [0.03, 0.11, 0.12], [0.00, -0.19, 0.02], [-0.03, 0.05, -0.18], [0.03, 0.16, 0.09], [-0.28, 0.07, -0.33], [-0.24, -0.18, -0.47]]}